Entry one
Entry from OMol25: an isolated ion of composition C4H8NOS and charge -1 (wB97M-V/def2-TZVPD).

Summary:
Frontier orbital gap, eV: 5.99
E_HOMO, Ha: -0.0872
LUMO, eV: 3.62

The geometry in ORCA input format:
```
! wB97M-V def2-TZVPD RIJCOSX def2/J DEFGRID3
* xyz -1 1
H 2.060 1.075 0.256
H -2.148 0.637 -1.676
C -0.797 -0.208 1.131
H -0.963 0.676 1.635
O 2.509 -1.127 -0.319
S -2.333 -0.594 0.251
H 1.091 1.571 -1.065
H 0.516 1.884 0.625
N 1.262 -1.091 0.118
H -0.435 -0.954 1.927
C 1.035 1.259 -0.006
C 0.356 -0.092 0.084
H -1.669 -0.874 -2.012
H 0.989 -2.038 0.275
C -1.473 -0.124 -1.225
*
```

Entry two
Entry from OMol25: an isolated ion of composition C4H8NOS and charge -1 (wB97M-V/def2-TZVPD).

Summary:
Frontier orbital gap, eV: 6.88
E_HOMO, Ha: -0.1065
SMILES: CNC(=O)CC[S-]
LUMO, eV: 3.98

The geometry in ORCA input format:
```
! wB97M-V def2-TZVPD RIJCOSX def2/J DEFGRID3
* xyz -1 1
C -0.848 0.180 2.073
H -1.274 1.146 1.810
C 0.828 -0.538 0.387
H 0.058 0.322 2.672
H 0.356 -0.050 -2.981
O 1.749 -0.881 1.116
N -0.462 -0.488 0.820
H -1.608 -0.414 2.577
C -0.015 -0.134 -1.975
C 1.067 0.142 -0.938
H -0.386 -1.164 -1.887
H 1.075 1.196 -0.654
S -1.544 0.889 -1.819
H 2.064 -0.127 -1.297
H -1.059 -0.078 0.096
*
```

Bottom line: entry two, by a margin of 5.260 eV.

Entry one
Entry from OMol25: a 2-piece molecular cluster, C3H5NO overall (wB97M-V/def2-TZVPD).

Summary:
Frontier orbital gap, eV: 9.32
E_HOMO, Ha: -0.3264
LUMO, eV: 0.44

The geometry in ORCA input format:
```
! wB97M-V def2-TZVPD RIJCOSX def2/J DEFGRID3
* xyz 0 1
H -1.805 -0.988 0.396
H 1.502 -1.792 -0.534
C 1.093 1.212 0.049
C -1.264 -0.067 0.110
O 1.204 -0.933 -0.852
H 0.009 -0.482 0.917
N 1.356 2.342 -0.009
C 0.806 -0.176 0.204
H -1.285 0.086 -0.958
H -1.617 0.799 0.678
*
```

Entry two
Entry from OMol25: one molecule with the formula C3H5NO (wB97M-V/def2-TZVPD).

Summary:
Frontier orbital gap, eV: 9.91
E_HOMO, Ha: -0.3269
SMILES: O=C1CNC1
LUMO, eV: 1.02

The geometry in ORCA input format:
```
! wB97M-V def2-TZVPD RIJCOSX def2/J DEFGRID3
* xyz 0 1
H -1.834 -0.171 -0.508
C 1.076 -0.032 -0.005
N -1.069 -0.074 -0.045
H -0.347 1.769 0.871
H -0.180 -2.039 -0.640
O 2.249 0.028 -0.093
C -0.029 -1.070 -0.011
H 0.005 1.977 -0.695
C -0.115 1.131 0.010
H 0.244 -1.519 1.116
*
```

Entry three
Entry from OMol25: one molecule with the formula C3H5NO (wB97M-V/def2-TZVPD).

Summary:
Frontier orbital gap, eV: 11.57
E_HOMO, Ha: -0.3950
SMILES: COCC#N
LUMO, eV: 0.82

The geometry in ORCA input format:
```
! wB97M-V def2-TZVPD RIJCOSX def2/J DEFGRID3
* xyz 0 1
C 0.472 -0.766 -0.800
H 0.348 -1.731 -1.302
C 1.093 -0.880 0.537
O -0.806 -0.224 -0.598
H 1.115 -0.123 -1.424
H -0.263 1.719 -0.079
H -1.900 1.137 0.402
H -0.455 0.601 1.306
N 1.246 -0.604 1.651
C -0.849 0.871 0.306
*
```

Bottom line: entry three, by a margin of 1.462 eV.